30
Properties=species:S:1:pos:R:3:nbo_charge:R:1 method="wB97M-V/def2-TZVPD" lumo_ev="-7.74 / -9.31" multiplicity=5 total_charge=+2 e_homo_ev="-15.44 / -16.62"
Os 0.31521 -0.04173 -0.04756 1.426
O -2.27617 -3.25839 -1.17949 -0.582
C -1.61077 -2.16784 -0.98241 0.820
O -0.48832 -2.11526 -0.48036 -0.648
C -2.34063 -0.92649 -1.41320 -0.187
O -1.36615 0.13455 -1.43796 -0.569
C -1.87411 1.36980 -1.83699 -0.027
C 1.79624 -0.12322 -3.04209 1.099
O 2.10295 0.03731 -4.12571 -0.353
O 1.49521 -0.30399 -1.91705 -0.642
H -1.79791 -4.04591 -0.85925 0.539
H -2.77465 -1.05156 -2.40510 0.266
H -3.12558 -0.69761 -0.68650 0.266
H -2.94495 1.48424 -1.85999 0.205
H -1.14420 2.15834 -1.88745 0.196
C 2.81876 0.03249 3.45297 -0.707
C 1.72221 0.08299 2.46254 0.355
N 1.89558 -0.07562 1.16912 -0.212
O 3.14886 -0.37822 0.68015 -0.506
C 0.33658 0.31396 2.81586 0.131
C -0.22141 0.53253 4.17602 -0.674
N -0.38908 0.26559 1.73123 -0.001
O -1.62847 0.34411 1.52986 -0.338
H 3.63653 -0.59360 3.10385 0.278
H 2.44559 -0.34126 4.40466 0.276
H 3.20114 1.04394 3.62737 0.285
H 3.69545 0.42383 0.74071 0.498
H 0.35486 1.28881 4.70862 0.265
H -0.19095 -0.39170 4.75661 0.268
H -1.25606 0.86034 4.10459 0.273

25
Properties=species:S:1:pos:R:3:nbo_charge:R:1 method="wB97M-V/def2-TZVPD" lumo_ev="0.57 / -1.91" multiplicity=3 e_homo_ev="-5.48 / -8.37"
C -0.48095 2.20742 -0.94614 -0.727
C -2.72608 -2.17228 1.33981 -0.377
C 2.09414 -0.81653 -2.79731 -0.360
C -1.51384 -1.60153 1.10648 -0.176
C 1.77214 -1.28351 -1.59200 -0.210
C -0.07696 1.81034 0.98194 -0.016
C -1.41021 -0.13310 1.19304 -0.267
C 1.73412 -0.48589 -0.36615 -0.277
N -0.17646 0.43262 0.82644 -0.283
N 0.37325 -0.10549 -0.25721 -0.391
S -1.04827 3.64938 -1.14852 0.196
S 0.00951 0.83038 -1.70117 0.486
S 1.68203 2.28336 1.31505 0.014
H -2.80960 -3.21624 1.48466 0.204
H -3.50563 -1.51820 1.48112 0.181
H 1.99906 -1.38903 -3.72780 0.208
H 2.26313 0.23789 -2.94673 0.208
H -0.63790 -2.24178 1.13334 0.210
H 1.42062 -2.35650 -1.38336 0.213
H -0.71958 2.36170 1.54922 0.206
H -1.66184 0.20124 2.28031 0.211
H -2.39221 0.31981 0.80713 0.210
H 2.47262 0.49070 -0.40327 0.184
H 2.06883 -1.04103 0.49084 0.222
H 1.27008 3.53629 1.28029 0.131

23
Properties=species:S:1:pos:R:3:nbo_charge:R:1 method="wB97M-V/def2-TZVPD" lumo_ev=0.68 e_homo_ev=-8.55 de_lowest_kj_mol=367.2 smiles=C[Si](C)(C)C#Cc1cn[nH]c1
C -3.20288 -0.25958 -0.41733 -1.088
Si -1.44089 0.21971 -1.06536 1.562
C -1.47704 2.13446 -1.02053 -1.058
C -1.23782 -0.53709 -2.79831 -1.088
C -0.36148 -0.26955 0.32620 -0.570
C 0.87109 -0.20169 0.86320 0.188
C 2.07870 -0.42436 1.54262 -0.332
C 2.16651 -1.27909 2.66811 -0.012
N 3.41165 -1.41958 3.08223 -0.244
N 4.14433 -0.67720 2.24289 -0.317
C 3.39751 -0.10476 1.25493 -0.013
H -3.01378 -0.15044 0.66274 0.233
H -3.90806 0.49732 -0.68475 0.225
H -3.55410 -1.33561 -0.57511 0.237
H -0.95765 2.68567 -1.76738 0.233
H -2.43160 2.39756 -1.07796 0.217
H -1.07045 2.40772 0.05641 0.242
H -1.55368 -1.59045 -2.80835 0.244
H -1.93470 -0.06375 -3.44197 0.239
H -0.14252 -0.38367 -3.07782 0.238
H 1.34225 -1.55485 3.40630 0.228
H 5.08796 -0.57896 2.26141 0.400
H 3.78661 0.48818 0.36781 0.236

24
Properties=species:S:1:pos:R:3:nbo_charge:R:1 method="wB97M-V/def2-TZVPD" lumo_ev=-4.35 total_charge=+1 e_homo_ev=-12.69 de_lowest_kj_mol=584.2
C 1.47669 -1.54214 0.06421 0.069
C -1.52174 -0.18797 0.01281 0.685
C -0.31985 1.69759 -0.89123 -0.283
C -0.13010 1.08923 1.54182 -0.347
C 0.91760 1.03978 -1.29818 -0.086
C 1.36414 -0.01806 -2.03217 -0.098
C 0.90765 0.07466 1.78879 0.307
C -2.10584 -0.81499 1.22740 -0.711
N 1.01499 -0.86469 1.02656 -0.325
N -0.80099 0.93245 0.22946 -0.428
N 2.19708 -0.98809 -1.20963 -0.558
O -1.72752 -0.65766 -1.11152 -0.610
H 1.38239 -2.70136 0.24300 0.252
H -0.30673 2.81438 -0.57538 0.245
H -1.05429 1.54465 -1.64911 0.256
H -0.83042 1.14952 2.35619 0.277
H 0.44997 2.05596 1.58495 0.272
H 1.57885 1.43581 -0.40863 0.180
H 0.71905 -0.36706 -2.83401 0.262
H -3.04654 -1.02058 0.97582 0.260
H -2.11919 -0.15545 2.08434 0.211
H -1.67858 -1.78397 1.48397 0.247
H 3.09916 -0.62201 -0.91944 0.451
H 2.45124 -1.90924 -1.74639 0.472

Please write out number 2 again, unchanged.
25
Properties=species:S:1:pos:R:3:nbo_charge:R:1 method="wB97M-V/def2-TZVPD" lumo_ev="0.57 / -1.91" multiplicity=3 e_homo_ev="-5.48 / -8.37"
C -0.48095 2.20742 -0.94614 -0.727
C -2.72608 -2.17228 1.33981 -0.377
C 2.09414 -0.81653 -2.79731 -0.360
C -1.51384 -1.60153 1.10648 -0.176
C 1.77214 -1.28351 -1.59200 -0.210
C -0.07696 1.81034 0.98194 -0.016
C -1.41021 -0.13310 1.19304 -0.267
C 1.73412 -0.48589 -0.36615 -0.277
N -0.17646 0.43262 0.82644 -0.283
N 0.37325 -0.10549 -0.25721 -0.391
S -1.04827 3.64938 -1.14852 0.196
S 0.00951 0.83038 -1.70117 0.486
S 1.68203 2.28336 1.31505 0.014
H -2.80960 -3.21624 1.48466 0.204
H -3.50563 -1.51820 1.48112 0.181
H 1.99906 -1.38903 -3.72780 0.208
H 2.26313 0.23789 -2.94673 0.208
H -0.63790 -2.24178 1.13334 0.210
H 1.42062 -2.35650 -1.38336 0.213
H -0.71958 2.36170 1.54922 0.206
H -1.66184 0.20124 2.28031 0.211
H -2.39221 0.31981 0.80713 0.210
H 2.47262 0.49070 -0.40327 0.184
H 2.06883 -1.04103 0.49084 0.222
H 1.27008 3.53629 1.28029 0.131

Please write out number 3 again, unchanged.
23
Properties=species:S:1:pos:R:3:nbo_charge:R:1 method="wB97M-V/def2-TZVPD" lumo_ev=0.68 e_homo_ev=-8.55 de_lowest_kj_mol=367.2 smiles=C[Si](C)(C)C#Cc1cn[nH]c1
C -3.20288 -0.25958 -0.41733 -1.088
Si -1.44089 0.21971 -1.06536 1.562
C -1.47704 2.13446 -1.02053 -1.058
C -1.23782 -0.53709 -2.79831 -1.088
C -0.36148 -0.26955 0.32620 -0.570
C 0.87109 -0.20169 0.86320 0.188
C 2.07870 -0.42436 1.54262 -0.332
C 2.16651 -1.27909 2.66811 -0.012
N 3.41165 -1.41958 3.08223 -0.244
N 4.14433 -0.67720 2.24289 -0.317
C 3.39751 -0.10476 1.25493 -0.013
H -3.01378 -0.15044 0.66274 0.233
H -3.90806 0.49732 -0.68475 0.225
H -3.55410 -1.33561 -0.57511 0.237
H -0.95765 2.68567 -1.76738 0.233
H -2.43160 2.39756 -1.07796 0.217
H -1.07045 2.40772 0.05641 0.242
H -1.55368 -1.59045 -2.80835 0.244
H -1.93470 -0.06375 -3.44197 0.239
H -0.14252 -0.38367 -3.07782 0.238
H 1.34225 -1.55485 3.40630 0.228
H 5.08796 -0.57896 2.26141 0.400
H 3.78661 0.48818 0.36781 0.236